(1)
Here is C4H12F5HfO4 as an isolated structure at a distorted geometry from the OMol25 dataset. Energies are from the ωB97M-V functional and the def2-TZVPD basis.

Last column: natural (NBO) charge in e.
Geometry (Å):
Hf 23.827 -29.378 -25.685  2.70
F 25.386 -30.942 -26.126  -0.80
F 25.479 -29.155 -24.186  -0.79
F 22.380 -28.221 -26.881  -0.80
F 22.582 -30.937 -26.622  -0.79
F 23.281 -27.553 -24.437  -0.81
C 25.699 -27.501 -27.785  -0.10
C 24.792 -28.251 -28.755  -0.08
O 24.503 -29.457 -28.084  -0.72
O 25.067 -27.453 -26.492  -0.70
H 25.905 -26.527 -28.228  0.17
H 26.570 -28.139 -27.626  0.20
H 25.280 -28.460 -29.712  0.16
H 23.873 -27.699 -28.968  0.20
H 24.486 -30.256 -28.611  0.52
H 24.992 -26.506 -26.369  0.51
C 22.431 -31.479 -23.287  -0.08
C 21.663 -30.218 -23.061  -0.08
O 21.619 -29.571 -24.319  -0.71
O 23.594 -31.187 -24.070  -0.71
H 21.870 -32.263 -23.799  0.18
H 22.805 -31.887 -22.341  0.17
H 22.047 -29.533 -22.300  0.19
H 20.622 -30.423 -22.780  0.16
H 20.977 -28.861 -24.378  0.51
H 24.175 -31.949 -24.015  0.51

HOMO-LUMO gap in eV: 8.93
E_HOMO in eV: -5.7
Total charge: -1

(2)
Here is a 15-piece molecular cluster, C20H70N8O15 overall at a distorted geometry from the OMol25 dataset. Energies are from the ωB97M-V functional and the def2-TZVPD basis.

Last column: Löwdin charge in e.
Geometry (Å):
C 3.804 24.252 -2.055  -0.06
C 5.088 24.137 -1.161  -0.26
O 5.135 22.747 -0.829  -0.15
H 3.463 25.301 -2.266  0.08
H 2.867 23.691 -1.662  0.08
H 4.050 23.720 -2.933  0.04
H 5.085 24.638 -0.173  0.11
H 5.988 24.472 -1.681  0.10
H 5.962 22.326 -1.187  0.04
C 1.336 21.378 -2.623  -0.06
C 2.381 20.433 -2.007  -0.27
O 2.519 19.306 -2.846  -0.07
H 1.495 21.421 -3.668  0.04
H 1.348 22.374 -2.201  0.06
H 0.347 20.979 -2.421  0.04
H 2.096 20.224 -1.014  0.07
H 3.278 21.132 -1.979  0.11
H 3.098 18.705 -2.416  0.02
C -0.161 19.434 -5.098  -0.08
C -0.622 18.070 -5.526  -0.31
O 0.286 17.165 -4.959  -0.10
H -0.180 19.577 -3.994  0.07
H -0.890 20.155 -5.479  0.07
H 0.709 19.693 -5.661  0.06
H -0.683 17.824 -6.609  0.12
H -1.671 17.939 -5.166  0.13
H 0.849 16.824 -5.665  0.06
C 1.861 20.445 1.891  -0.07
C 3.069 21.282 1.366  -0.30
O 2.566 22.366 0.673  -0.07
H 2.204 19.484 2.334  0.08
H 1.187 20.215 1.151  0.02
H 1.337 20.984 2.692  0.08
H 3.613 20.683 0.641  0.08
H 3.772 21.366 2.215  0.12
H 3.322 22.754 0.264  0.04
C 6.323 21.127 -3.649  -0.07
C 7.566 21.635 -2.954  -0.32
O 7.421 21.553 -1.573  -0.07
H 6.170 20.082 -3.364  0.06
H 6.503 21.249 -4.755  0.10
H 5.428 21.709 -3.395  0.07
H 7.686 22.646 -3.305  0.10
H 8.569 21.126 -3.184  0.14
H 8.149 22.075 -1.244  0.11
C -1.104 22.856 0.581  -0.57
O -1.171 21.971 -0.462  -0.08
N -2.042 23.738 0.932  0.11
N -0.107 22.990 1.438  0.16
H -3.017 23.798 0.473  0.18
H -1.823 24.487 1.576  0.11
H 0.689 22.383 1.196  0.06
H 0.165 23.893 1.813  0.13
C 3.583 21.202 -5.897  -0.63
O 2.994 22.344 -5.442  -0.10
N 3.490 20.098 -5.312  0.20
N 4.306 21.168 -6.990  0.17
H 3.143 19.978 -4.349  0.09
H 4.001 19.321 -5.697  0.08
H 4.377 22.039 -7.605  0.16
H 4.846 20.368 -7.270  0.11
C 4.312 16.996 -5.951  -0.68
O 5.033 16.265 -6.875  -0.14
N 4.868 17.413 -4.877  0.15
N 3.087 17.349 -6.161  0.17
H 5.854 16.969 -4.709  0.19
H 4.447 17.945 -4.060  0.10
H 2.596 17.285 -7.064  0.16
H 2.710 17.932 -5.472  0.05
C -2.696 21.166 -3.707  -0.66
O -2.800 20.051 -2.920  -0.11
N -3.355 21.286 -4.829  0.13
N -1.917 22.162 -3.343  0.18
H -4.184 20.671 -5.075  0.15
H -3.442 22.230 -5.314  0.14
H -1.483 21.912 -2.452  0.06
H -1.400 22.678 -4.049  0.12
C 1.371 16.649 1.334  -0.13
O 2.203 17.458 0.455  -0.15
H 1.958 15.810 1.627  0.07
H 0.390 16.430 0.923  0.07
H 1.230 17.197 2.249  0.06
H 2.180 16.908 -0.352  0.03
C -0.513 18.420 -1.014  -0.10
O -0.184 17.603 -2.138  -0.11
H -1.373 18.963 -1.356  0.06
H 0.318 19.124 -0.841  0.07
H -0.776 17.833 -0.242  0.03
H -0.180 18.138 -2.909  0.00
C -0.417 25.386 -1.824  -0.14
O -1.608 25.727 -1.128  -0.14
H -0.675 25.121 -2.822  0.06
H 0.014 24.569 -1.311  0.05
H 0.312 26.184 -1.745  0.08
H -1.682 25.169 -0.333  0.01
C 5.210 18.822 -1.264  -0.13
O 4.690 17.763 -2.056  -0.15
H 4.938 19.887 -1.425  0.07
H 6.345 18.812 -1.367  0.11
H 4.960 18.679 -0.238  0.07
H 5.104 16.944 -1.737  0.12
C 2.015 25.380 -4.785  -0.17
O 1.457 24.127 -4.342  -0.17
H 2.024 26.139 -3.992  0.05
H 1.426 25.867 -5.587  0.08
H 3.098 25.274 -5.021  0.08
H 2.057 23.451 -4.696  -0.02
C 2.373 15.739 -2.938  -0.14
O 2.620 15.471 -1.561  -0.14
H 1.236 15.739 -3.006  0.09
H 2.721 14.913 -3.518  0.07
H 2.706 16.741 -3.283  0.05
H 1.993 14.768 -1.343  0.10

HOMO-LUMO gap in eV: 8.72
E_HOMO in eV: -8.6

(3)
Here is one molecule with the formula C6H10N2O2 at a distorted geometry from the OMol25 dataset. Energies are from the ωB97M-V functional and the def2-TZVPD basis.

Last column: natural (NBO) charge in e.
Geometry (Å):
C -1.299 1.492 -0.622  -0.61
C 0.247 1.381 -0.283  -0.31
C 0.630 1.750 1.161  -0.60
C 0.498 -0.035 -0.506  0.39
O 1.187 -0.405 -1.487  -0.27
N 1.108 -1.813 -1.654  -0.34
C 0.470 -2.428 -0.549  0.53
O 0.374 -3.650 -0.555  -0.66
C 0.084 -1.352 0.275  -0.06
N -0.654 -1.496 1.508  -0.82
H -1.696 2.385 -1.207  0.23
H -1.926 1.428 0.353  0.22
H -1.415 0.612 -1.285  0.23
H 0.889 2.015 -0.925  0.24
H 0.474 0.983 1.952  0.23
H -0.026 2.650 1.402  0.21
H 1.663 2.123 1.282  0.22
H 1.598 -2.441 -2.292  0.43
H -1.223 -0.802 1.817  0.37
H -0.984 -2.397 1.611  0.39

SMILES: CC(C)c1o[nH]c(=O)c1N
HOMO-LUMO gap in eV: 8.22
E_HOMO in eV: -7.4

(4)
Here is C4H5I as an isolated structure at a distorted geometry from the OMol25 dataset. Energies are from the ωB97M-V functional and the def2-TZVPD basis.

Last column: natural (NBO) charge in e.
Geometry (Å):
C 1.051 0.171 -0.243  0.02
C 2.171 0.781 -0.125  -0.33
C -0.883 0.118 0.275  -0.36
C 0.204 -1.008 -0.226  -0.47
I 4.150 -0.186 -0.011  0.05
H 2.188 1.774 0.080  0.21
H -0.731 0.356 1.274  0.20
H -1.570 0.558 -0.423  0.21
H -0.170 -1.310 -1.146  0.24
H 0.276 -1.589 0.629  0.23

HOMO-LUMO gap in eV: 8.20
E_HOMO in eV: -8.5

(5)
Here is C13H6Br2ClNO5ReS5 as an isolated structure at a distorted geometry from the OMol25 dataset. Energies are from the ωB97M-V functional and the def2-TZVPD basis.

Last column: Löwdin spin population.
Geometry (Å):
Re -0.702 -1.051 0.931  0.61
C -1.372 1.685 -1.715  0.00
C 0.082 1.407 -1.467  0.01
C 1.048 2.116 -2.255  0.00
C 2.383 1.914 -2.027  0.00
C 2.788 1.027 -0.984  0.00
C 4.124 0.954 -0.579  0.01
Br 5.546 1.949 -1.284  0.00
C 4.449 0.245 0.585  0.00
C 3.475 -0.454 1.289  0.01
Br 3.971 -1.566 2.664  0.00
C 2.136 -0.448 0.868  0.00
O 1.165 -0.999 1.654  0.06
C 1.785 0.310 -0.284  0.00
N 0.457 0.564 -0.491  0.00
H -1.863 0.827 -2.192  0.00
H -1.405 2.554 -2.402  0.00
H -1.969 1.908 -0.814  0.00
H 0.678 2.903 -2.927  0.00
H 3.086 2.561 -2.537  0.00
H 5.458 0.333 1.033  0.00
S -6.293 0.865 4.795  0.13
C -4.912 0.931 3.879  -0.01
S -5.122 0.592 2.172  0.05
C -3.466 0.159 1.859  0.21
C -2.576 0.650 2.836  0.13
S -0.950 0.918 2.660  0.30
S -3.233 1.195 4.336  -0.01
S -3.083 -0.702 0.415  0.20
O -2.625 -6.386 -3.811  0.33
Cl -1.342 -6.156 -4.525  0.34
O -0.165 -6.774 -3.844  0.34
O -1.253 -1.667 2.363  0.09
O -0.298 -2.363 -0.200  0.19

HOMO-LUMO gap (alpha / beta) in eV: 6.62 / 5.59
E_HOMO (alpha / beta) in eV: -7.8 / -8.4
2S+1: 4
Expectation value of S²: 3.79

(6)
Here is one molecule with the formula C5H11O2 at a distorted geometry from the OMol25 dataset. Energies are from the ωB97M-V functional and the def2-TZVPD basis.

Last column: Löwdin spin population.
Geometry (Å):
C 1.329 -0.648 2.036  0.09
O 2.509 -0.154 2.659  0.80
C 0.973 -0.024 0.663  0.00
C 0.068 -0.878 -0.214  0.00
C -0.644 -0.298 -1.368  0.00
C -1.058 1.058 -1.023  0.00
O -1.594 1.543 -2.211  0.00
H 1.267 -1.816 1.884  0.05
H 0.321 -0.622 2.780  0.05
H 0.263 0.859 1.179  0.00
H 1.931 0.431 0.413  0.00
H -0.486 -1.383 0.624  0.00
H 0.682 -1.735 -0.508  0.00
H 0.240 -0.075 -2.097  0.00
H -1.508 -0.812 -1.949  0.00
H -1.713 1.019 -0.195  0.00
H -0.162 1.572 -0.821  0.00
H -2.418 1.963 -1.853  0.00

HOMO-LUMO gap (alpha / beta) in eV: 10.81 / 8.31
E_HOMO (alpha / beta) in eV: -10.1 / -10.0
2S+1: 2
Expectation value of S²: 0.76